No. 1
A structure of composition C37H35AuCl5GeO2Si2 in a non-equilibrium geometry, computed with ωB97M-V/def2-TZVPD.

Properties
Strongest force on any atom   1.6 eV/A
Frontier orbital gap   7.9408 eV
Charge   -1
E_LUMO   2.49 eV
Highest occupied orbital energy   -5.45 eV

Positions of all 83 atoms, in Å:
1 Au 0.258 2.608 -0.100
2 Cl 3.129 2.668 -1.810
3 C 3.338 2.645 -0.099
4 C 2.207 2.567 0.695
5 C 2.371 2.553 2.077
6 Cl 0.970 2.391 3.048
7 C 3.624 2.625 2.655
8 Cl 3.809 2.589 4.362
9 C 4.758 2.695 1.837
10 Cl 6.325 2.706 2.537
11 C 4.609 2.690 0.441
12 Cl 6.006 2.668 -0.563
13 C -2.898 1.562 -1.792
14 Si -2.204 2.520 -0.280
15 C -2.958 1.654 1.253
16 C -2.614 4.385 -0.293
17 C -3.960 4.744 -0.231
18 C -4.356 6.062 -0.143
19 C -3.395 7.068 -0.123
20 C -2.060 6.726 -0.191
21 C -1.636 5.403 -0.272
22 Si 0.232 5.034 -0.242
23 C 1.043 5.960 1.223
24 C 1.073 5.747 -1.808
25 H -3.984 1.522 -1.757
26 H -2.521 0.544 -1.769
27 H -2.607 2.005 -2.738
28 H -4.040 1.751 1.294
29 H -2.551 2.062 2.172
30 H -2.712 0.597 1.225
31 H -4.719 3.973 -0.255
32 H -5.404 6.319 -0.090
33 H -3.689 8.107 -0.058
34 H -1.315 7.508 -0.183
35 H 0.926 7.037 1.149
36 H 2.105 5.739 1.253
37 H 0.620 5.641 2.169
38 H 1.000 6.831 -1.828
39 H 0.630 5.363 -2.720
40 H 2.125 5.483 -1.819
41 O 1.877 -0.320 1.183
42 C 1.387 -0.308 0.062
43 O 0.323 0.293 -0.302
44 C 2.074 -1.089 -1.079
45 C 1.027 -1.939 -1.771
46 Ge 0.264 -3.319 -0.537
47 C 1.800 -4.458 0.001
48 C 2.106 -4.713 1.332
49 C 3.255 -5.404 1.675
50 C 4.123 -5.846 0.692
51 C 3.826 -5.606 -0.639
52 C 2.675 -4.919 -0.975
53 C -0.818 -3.003 1.098
54 C -1.333 -4.149 1.698
55 C -2.079 -4.069 2.857
56 C -2.321 -2.833 3.435
57 C -1.818 -1.689 2.843
58 C -1.073 -1.771 1.678
59 C -0.961 -4.367 -1.707
60 C -0.700 -5.664 -2.121
61 C -1.550 -6.312 -3.002
62 C -2.675 -5.665 -3.482
63 C -2.962 -4.380 -3.056
64 C -2.109 -3.740 -2.177
65 H 2.889 -1.682 -0.659
66 H 2.495 -0.355 -1.772
67 H 1.442 -2.466 -2.635
68 H 0.234 -1.293 -2.144
69 H 1.440 -4.353 2.105
70 H 3.484 -5.586 2.716
71 H 5.032 -6.370 0.961
72 H 4.503 -5.943 -1.412
73 H 2.451 -4.725 -2.018
74 H -1.141 -5.116 1.243
75 H -2.470 -4.969 3.315
76 H -2.900 -2.767 4.347
77 H -1.999 -0.724 3.297
78 H -0.683 -0.871 1.229
79 H 0.181 -6.168 -1.746
80 H -1.330 -7.322 -3.319
81 H -3.330 -6.164 -4.184
82 H -3.847 -3.874 -3.417
83 H -2.329 -2.734 -1.840

=====

No. 2
A structure of composition C37H35CdN5O7SSb2 in a non-equilibrium geometry, computed with ωB97M-V/def2-TZVPD.

Properties
ΔE to the lowest compared entry with this formula, charge and spin   533.2 kJ/mol
Strongest force on any atom   5.3 eV/A
Frontier orbital gap (spin up / spin down)   2.3497 / 4.8328 eV
Charge   -2
E_LUMO (spin up / spin down)   3.88 / 3.88 eV
Highest occupied orbital energy (spin up / spin down)   1.53 / -0.95 eV

Positions of all 88 atoms, in Å:
1 Cd -1.252 -0.383 -3.292
2 N -1.200 -1.553 -5.413
3 C -1.687 -0.563 -6.355
4 C -1.628 0.941 -5.958
5 O -1.664 1.801 -6.819
6 N -1.545 1.242 -4.679
7 C -1.281 2.648 -4.309
8 C -1.021 2.864 -2.858
9 O -0.976 4.027 -2.438
10 O -0.684 1.842 -2.135
11 H -0.356 -2.004 -5.826
12 H -1.892 -2.324 -5.264
13 H -2.814 -0.677 -6.567
14 H -1.108 -0.652 -7.276
15 H -2.114 3.340 -4.573
16 H -0.404 3.023 -4.916
17 C 1.513 1.409 0.076
18 C 2.066 1.003 1.433
19 C 2.353 -0.506 1.533
20 Sb 2.025 -1.718 3.468
21 C 4.079 -2.359 3.484
22 C 4.953 -1.885 4.458
23 C 6.302 -2.301 4.543
24 C 6.765 -3.177 3.554
25 C 5.881 -3.814 2.688
26 C 4.566 -3.320 2.602
27 C 0.768 -3.522 3.127
28 C 0.060 -4.161 4.164
29 C -0.518 -5.405 4.002
30 C -0.486 -5.981 2.758
31 C 0.097 -5.336 1.668
32 C 0.734 -4.116 1.835
33 Sb -0.387 2.729 -0.159
34 C -2.191 3.870 0.401
35 C -2.204 4.423 1.661
36 C -3.337 5.197 2.105
37 C -4.400 5.398 1.220
38 C -4.455 4.619 0.060
39 C -3.321 3.971 -0.412
40 C 0.783 4.659 0.449
41 C 0.313 5.772 -0.196
42 C 0.895 7.038 0.033
43 C 1.906 7.212 0.974
44 C 2.375 6.053 1.634
45 C 1.821 4.818 1.402
46 H 1.368 0.509 -0.582
47 H 2.193 2.099 -0.490
48 H 1.415 1.351 2.238
49 H 3.026 1.508 1.652
50 H 3.420 -0.695 1.358
51 H 1.720 -1.029 0.868
52 H 4.602 -1.177 5.261
53 H 6.958 -1.818 5.286
54 H 7.853 -3.416 3.577
55 H 6.253 -4.580 2.006
56 H 3.911 -3.822 1.907
57 H 0.070 -3.650 5.170
58 H -0.944 -5.912 4.868
59 H -0.931 -6.970 2.711
60 H -0.056 -5.715 0.697
61 H 1.183 -3.485 1.104
62 H -1.452 4.174 2.445
63 H -3.381 5.734 3.056
64 H -5.179 6.084 1.387
65 H -5.444 4.379 -0.397
66 H -3.365 3.539 -1.421
67 H -0.545 5.679 -0.903
68 H 0.387 7.828 -0.503
69 H 2.256 8.156 1.343
70 H 3.124 6.148 2.428
71 H 2.053 3.945 2.040
72 O -1.267 -6.037 -1.382
73 C -2.523 -5.671 -1.563
74 O -3.442 -6.450 -1.424
75 C -2.867 -4.324 -2.056
76 C -4.163 -3.843 -2.334
77 N -4.084 -2.589 -2.779
78 N -2.776 -2.171 -2.827
79 C -2.051 -3.162 -2.292
80 C -0.583 -2.904 -1.901
81 O 0.087 -3.877 -1.592
82 O -0.238 -1.657 -1.824
83 H -0.643 -5.213 -1.540
84 H -5.023 -4.543 -2.320
85 H -4.794 -1.976 -3.235
86 S -1.037 -0.063 3.351
87 C -1.162 0.467 1.901
88 N -1.258 1.003 0.820

=====

No. 3
A structure of composition C37H35N4NiO5P2S in a non-equilibrium geometry, computed with ωB97M-V/def2-TZVPD.

Properties
2S+1   3
Strongest force on any atom   2.2 eV/A
Frontier orbital gap (spin up / spin down)   7.3460 / 7.4749 eV
Expectation value of S²   2.01
Charge   +1
E_LUMO (spin up / spin down)   -3.43 / -3.73 eV
Highest occupied orbital energy (spin up / spin down)   -10.78 / -11.20 eV

Positions of all 85 atoms, in Å:
1 Ni -0.452 -0.697 -0.135
2 O 1.191 -3.387 -2.526
3 C 1.365 -2.463 -1.750
4 O 0.660 -2.186 -0.735
5 C 2.568 -1.542 -1.992
6 C 3.690 -2.106 -2.589
7 C 4.797 -1.325 -2.863
8 C 4.794 0.023 -2.543
9 C 3.679 0.591 -1.957
10 C 2.554 -0.187 -1.680
11 P 1.130 0.695 -0.954
12 C 1.979 1.748 0.270
13 C 2.119 3.129 0.180
14 C 2.813 3.816 1.163
15 C 3.374 3.136 2.231
16 C 3.243 1.759 2.321
17 C 2.546 1.067 1.348
18 C 0.605 1.791 -2.313
19 C -0.168 2.926 -2.060
20 C -0.532 3.764 -3.097
21 C -0.176 3.460 -4.401
22 C 0.534 2.300 -4.667
23 C 0.924 1.469 -3.632
24 H 3.684 -3.159 -2.825
25 H 5.666 -1.764 -3.326
26 H 5.658 0.636 -2.747
27 H 3.673 1.642 -1.709
28 H 1.710 3.666 -0.663
29 H 2.917 4.887 1.087
30 H 3.914 3.681 2.990
31 H 3.678 1.233 3.157
32 H 2.438 -0.006 1.404
33 H -0.467 3.160 -1.047
34 H -1.094 4.663 -2.890
35 H -0.449 4.123 -5.209
36 H 0.790 2.045 -5.683
37 H 1.492 0.576 -3.846
38 S -6.643 2.449 -2.990
39 N -5.689 2.888 -1.772
40 C -4.719 1.995 -1.635
41 C -3.675 2.005 -0.656
42 C -3.525 2.990 0.322
43 C -2.449 2.908 1.182
44 C -1.592 1.815 1.096
45 N -1.760 0.845 0.215
46 C -2.754 0.941 -0.683
47 C -2.812 -0.087 -1.697
48 N -1.818 -0.996 -1.690
49 C -1.811 -1.934 -2.624
50 C -2.798 -2.027 -3.610
51 C -3.831 -1.114 -3.625
52 C -3.838 -0.100 -2.661
53 C -4.814 0.947 -2.600
54 N -5.855 1.107 -3.405
55 H -4.252 3.784 0.375
56 H -2.268 3.664 1.928
57 H -0.740 1.715 1.758
58 H -1.000 -2.652 -2.593
59 H -2.730 -2.815 -4.345
60 H -4.621 -1.148 -4.360
61 C -1.950 -4.350 3.489
62 C -1.603 -3.438 2.318
63 O -0.961 -2.281 2.851
64 P 0.016 -1.309 2.007
65 O 0.189 -0.178 3.147
66 C -0.709 0.119 4.213
67 C -0.048 -0.227 5.535
68 O 1.444 -2.025 2.028
69 C 1.985 -2.742 3.142
70 C 2.034 -4.231 2.837
71 H -2.638 -5.129 3.170
72 H -2.419 -3.766 4.279
73 H -1.054 -4.811 3.899
74 H -2.515 -3.131 1.793
75 H -0.944 -3.940 1.600
76 H -1.636 -0.443 4.090
77 H -0.932 1.191 4.159
78 H 0.254 -1.272 5.533
79 H -0.737 -0.067 6.356
80 H 0.834 0.390 5.689
81 H 1.395 -2.551 4.045
82 H 2.999 -2.357 3.292
83 H 1.033 -4.631 2.684
84 H 2.498 -4.756 3.669
85 H 2.611 -4.407 1.931

=====

No. 4
The ion C37H35N4O with charge +1 in a non-equilibrium geometry, computed with ωB97M-V/def2-TZVPD.

Properties
Strongest force on any atom   1.8 eV/A
Frontier orbital gap   7.2670 eV
Structure (SMILES)   CN1C(=O)[C@@H](Cc2ccccc2)N(/C=C/[C@H](c2ccccc2)[n+]2ccn(-c3ccccc3)c2)[C@@H]1/C=C/c1ccccc1
Charge   +1
E_LUMO   -3.10 eV
Highest occupied orbital energy   -10.37 eV

Positions of all 77 atoms, in Å:
1 C 1.609 4.894 0.221
2 N 1.328 3.806 -0.690
3 C 2.137 3.574 -1.774
4 O 3.111 4.250 -2.099
5 C 1.579 2.324 -2.450
6 C 2.612 1.317 -2.917
7 C 3.222 0.571 -1.759
8 C 3.924 1.278 -0.779
9 C 4.434 0.632 0.344
10 C 4.384 -0.761 0.407
11 C 3.706 -1.483 -0.583
12 C 3.078 -0.814 -1.634
13 N 0.687 1.770 -1.451
14 C 0.168 0.506 -1.529
15 C -0.314 -0.212 -0.484
16 C -0.697 -1.665 -0.540
17 C -2.228 -1.939 -0.464
18 C -2.733 -3.133 -0.988
19 C -4.056 -3.505 -0.736
20 C -4.882 -2.661 0.015
21 C -4.403 -1.428 0.465
22 C -3.086 -1.048 0.181
23 C 0.423 2.699 -0.355
24 C -1.004 3.136 -0.300
25 C -1.440 4.170 -1.050
26 C -2.798 4.670 -1.086
27 C -3.125 5.715 -1.982
28 C -4.382 6.307 -1.950
29 C -5.348 5.852 -1.037
30 C -5.053 4.777 -0.183
31 C -3.796 4.173 -0.215
32 H 2.260 5.622 -0.280
33 H 0.673 5.392 0.492
34 H 2.126 4.524 1.123
35 H 1.000 2.712 -3.308
36 H 2.105 0.634 -3.601
37 H 3.392 1.853 -3.477
38 H 4.070 2.350 -0.907
39 H 4.889 1.216 1.145
40 H 4.878 -1.275 1.228
41 H 3.666 -2.574 -0.558
42 H 2.458 -1.362 -2.353
43 H 0.170 0.065 -2.534
44 H -0.390 0.270 0.495
45 H -0.321 -2.170 -1.435
46 H -2.074 -3.771 -1.588
47 H -4.419 -4.462 -1.103
48 H -5.893 -2.967 0.273
49 H -5.019 -0.751 1.057
50 H -2.703 -0.063 0.465
51 H 0.713 2.266 0.620
52 H -1.655 2.457 0.253
53 H -0.725 4.691 -1.700
54 H -2.363 6.048 -2.691
55 H -4.616 7.128 -2.629
56 H -6.322 6.341 -0.984
57 H -5.805 4.411 0.517
58 H -3.553 3.330 0.435
59 C 3.179 -6.793 3.620
60 C 2.937 -6.781 2.237
61 C 1.994 -5.896 1.686
62 C 1.299 -5.023 2.530
63 N 0.620 -3.906 1.982
64 C 0.455 -3.590 0.675
65 N -0.113 -2.375 0.601
66 C -0.385 -1.930 1.891
67 C 0.050 -2.870 2.740
68 C 1.410 -5.151 3.927
69 C 2.395 -5.998 4.469
70 H 3.971 -7.418 4.039
71 H 3.506 -7.436 1.579
72 H 1.822 -5.860 0.611
73 H 0.784 -4.175 -0.182
74 H -0.813 -0.965 2.090
75 H -0.050 -2.951 3.803
76 H 0.779 -4.565 4.599
77 H 2.563 -6.006 5.550

=====

No. 5
A structure of composition C37H36BN4NaO2Se in a non-equilibrium geometry, computed with ωB97M-V/def2-TZVPD.

Properties
Strongest force on any atom   2.2 eV/A
Frontier orbital gap   4.9349 eV
Charge   -2
E_LUMO   3.71 eV
Highest occupied orbital energy   -1.23 eV

Positions of all 82 atoms, in Å:
1 Na -0.900 -1.065 -1.809
2 C -3.127 3.132 -0.321
3 C -4.067 2.440 0.671
4 C -3.461 2.526 2.070
5 C -4.339 1.027 0.201
6 C -4.980 0.846 -1.023
7 C -5.192 -0.416 -1.537
8 C -4.791 -1.551 -0.842
9 C -4.981 -2.913 -1.432
10 C -4.184 -1.372 0.390
11 C -3.954 -0.105 0.901
12 H -2.882 4.138 0.018
13 H -3.573 3.210 -1.306
14 H -2.213 2.552 -0.419
15 H -5.027 2.979 0.673
16 H -2.475 2.066 2.080
17 H -4.086 2.034 2.811
18 H -3.359 3.574 2.357
19 H -5.304 1.708 -1.593
20 H -5.661 -0.535 -2.504
21 H -6.009 -3.260 -1.308
22 H -4.310 -3.626 -0.961
23 H -4.746 -2.891 -2.493
24 H -3.860 -2.236 0.953
25 H -3.449 -0.028 1.849
26 N 5.933 5.989 -5.586
27 C 5.217 5.198 -5.140
28 C 4.335 4.254 -4.614
29 C 3.990 3.111 -5.360
30 C 3.089 2.205 -4.856
31 C 2.489 2.408 -3.610
32 C 2.836 3.539 -2.869
33 C 3.754 4.443 -3.347
34 C 1.507 1.435 -3.089
35 C 0.167 1.816 -3.170
36 C -0.290 3.022 -3.792
37 C -1.658 2.960 -3.784
38 C -1.982 1.733 -3.157
39 N -0.914 1.060 -2.790
40 C 2.068 0.239 -2.635
41 C 3.473 -0.033 -2.602
42 C 3.608 -1.291 -2.078
43 C 2.291 -1.732 -1.808
44 N 1.384 -0.837 -2.133
45 H 4.416 2.967 -6.344
46 H 2.822 1.322 -5.421
47 H 2.384 3.681 -1.896
48 H 4.025 5.311 -2.760
49 H 0.334 3.804 -4.191
50 H -2.348 3.683 -4.185
51 H -2.963 1.336 -2.966
52 H 4.264 0.624 -2.922
53 H 4.519 -1.843 -1.909
54 H 1.997 -2.676 -1.382
55 C 2.442 -0.948 6.475
56 C 2.574 -2.357 5.890
57 C 4.068 -2.664 5.707
58 C 1.947 -3.343 6.888
59 C 1.880 -2.495 4.536
60 C 1.976 -3.709 3.855
61 C 1.414 -3.917 2.602
62 C 0.684 -2.887 2.049
63 O -0.012 -2.831 0.905
64 B -0.619 -1.548 0.814
65 O -0.219 -0.844 1.999
66 C 0.559 -1.663 2.727
67 C 1.170 -1.448 3.948
68 H 2.977 -0.885 7.423
69 H 1.399 -0.703 6.661
70 H 2.865 -0.206 5.803
71 H 4.600 -2.605 6.655
72 H 4.508 -1.949 5.015
73 H 4.213 -3.658 5.296
74 H 2.390 -3.234 7.877
75 H 2.085 -4.370 6.564
76 H 0.878 -3.154 6.969
77 H 2.505 -4.538 4.308
78 H 1.546 -4.851 2.074
79 H 1.087 -0.478 4.412
80 Se -3.626 -3.516 -6.065
81 C -2.810 -2.804 -4.677
82 N -2.299 -2.357 -3.743

=====

No. 6
A structure of composition C37H36FeGeN2O5S2 in a non-equilibrium geometry, computed with ωB97M-V/def2-TZVPD.

Properties
ΔE to the lowest compared entry with this formula, charge and spin   90.3 kJ/mol
2S+1   5
Strongest force on any atom   1.4 eV/A
Frontier orbital gap (spin up / spin down)   5.6415 / 5.7052 eV
Expectation value of S²   6.01
Charge   -2
E_LUMO (spin up / spin down)   4.17 / 4.16 eV
Highest occupied orbital energy (spin up / spin down)   -1.48 / -1.54 eV

Positions of all 84 atoms, in Å:
1 Fe -0.748 -1.988 0.838
2 C -0.006 -4.096 2.105
3 C -1.039 -3.563 2.918
4 C -0.543 -2.417 3.559
5 C 0.784 -2.211 3.130
6 C 1.122 -3.256 2.247
7 H -0.060 -5.005 1.522
8 H -2.018 -3.998 3.062
9 H -1.079 -1.810 4.273
10 H 1.443 -1.423 3.469
11 H 2.083 -3.399 1.774
12 O 0.167 -4.067 -4.419
13 C 0.851 -4.817 -3.550
14 C 1.299 -6.074 -3.966
15 C 1.966 -6.913 -3.091
16 C 2.236 -6.498 -1.791
17 C 1.821 -5.241 -1.382
18 C 1.130 -4.387 -2.236
19 C 0.590 -3.113 -1.657
20 O 0.995 -2.730 -0.539
21 N -0.332 -2.516 -2.406
22 N -0.990 -1.505 -1.769
23 C -1.867 -0.879 -2.427
24 S -3.039 0.185 -1.672
25 C -3.282 1.225 -3.200
26 C -2.608 0.645 -4.438
27 S -2.131 -1.096 -4.186
28 H -0.210 -3.302 -3.862
29 H 1.071 -6.385 -4.979
30 H 2.264 -7.901 -3.423
31 H 2.745 -7.160 -1.101
32 H 1.995 -4.895 -0.370
33 H -2.878 2.213 -2.980
34 H -4.362 1.307 -3.329
35 H -1.696 1.185 -4.669
36 H -3.255 0.648 -5.315
37 O -2.307 -0.650 2.336
38 C -1.776 0.385 1.943
39 O -0.746 0.407 1.182
40 C -2.319 1.741 2.376
41 C -1.869 2.840 1.416
42 Ge 0.047 2.614 0.931
43 C 0.435 2.132 -0.933
44 C 0.899 0.868 -1.296
45 C 1.213 0.578 -2.618
46 C 1.051 1.541 -3.602
47 C 0.541 2.790 -3.264
48 C 0.231 3.076 -1.942
49 C 0.612 4.590 1.005
50 C 0.161 5.373 2.073
51 C 0.490 6.716 2.200
52 C 1.287 7.328 1.241
53 C 1.767 6.573 0.180
54 C 1.446 5.224 0.079
55 C 1.320 1.931 2.274
56 C 1.172 2.227 3.627
57 C 2.044 1.708 4.576
58 C 3.086 0.881 4.182
59 C 3.247 0.577 2.837
60 C 2.374 1.101 1.894
61 H -1.935 1.920 3.386
62 H -3.403 1.644 2.441
63 H -2.066 3.833 1.820
64 H -2.425 2.746 0.478
65 H 0.975 0.084 -0.554
66 H 1.560 -0.414 -2.879
67 H 1.288 1.307 -4.633
68 H 0.379 3.538 -4.033
69 H -0.190 4.044 -1.691
70 H -0.469 4.919 2.833
71 H 0.118 7.293 3.040
72 H 1.534 8.380 1.323
73 H 2.389 7.042 -0.575
74 H 1.850 4.648 -0.746
75 H 0.364 2.874 3.953
76 H 1.905 1.940 5.625
77 H 3.760 0.463 4.921
78 H 4.045 -0.084 2.520
79 H 2.513 0.855 0.848
80 C -3.824 -2.882 0.636
81 O -2.691 -2.377 0.040
82 H -4.733 -2.472 0.150
83 H -3.892 -2.629 1.710
84 H -3.876 -3.985 0.549